Entry from the OMol25 dataset: a molecular structure, C9H10AuBrN2O3 at a distorted geometry (wB97M-V/def2-TZVPD).

- LUMO energy (eV) = 0.021
- gap between HOMO and LUMO (hartree) = 0.2903
- maximum force (eV Å⁻¹) = 5.38

CARTESIAN COORDINATES (ANGSTROEM)
C: 3.21230 -0.81833 -1.56140
H: 0.94201 0.27824 -3.89672
C: 1.44018 0.10995 -2.92100
H: -0.52392 -0.79541 1.36959
O: -1.08361 2.09964 1.54672
H: -1.53905 -1.13246 -0.11722
H: -4.24029 -0.19140 0.36037
O: 4.40682 -0.80762 1.01853
H: -3.05048 2.01194 1.90278
N: 1.46426 0.52522 -0.57077
C: -1.58283 -1.01181 0.98813
C: 2.58691 -0.72764 -2.81513
N: -2.43803 0.16491 1.28926
H: -2.01086 -1.87528 1.51849
Au: 0.79449 1.13261 1.58102
C: 0.96396 0.80445 -1.75441
H: -4.07007 -1.04243 1.89100
C: -2.16925 1.45146 1.61108
H: -4.41590 0.72072 1.90788
C: 3.27442 -0.31041 0.83214
O: 2.69546 0.27717 1.89180
H: 4.17174 -1.35050 -1.42364
C: -3.86924 -0.07729 1.38824
Br: -0.38297 2.10098 -1.87232
C: 2.57785 -0.22718 -0.46550
H: 2.84609 -1.30953 -3.69891

Entry from the OMol25 dataset: a molecular structure, C9H10AuN3O2S4 at a distorted geometry (wB97M-V/def2-TZVPD).

- LUMO energy (eV) = -3.580
- gap between HOMO and LUMO (hartree) = 0.1517
- maximum force (eV Å⁻¹) = 1.09

CARTESIAN COORDINATES (ANGSTROEM)
S: 2.39592 -0.08376 0.56219
C: -0.08579 4.55231 -0.70099
C: -4.82698 1.48092 -1.66995
H: -5.62589 1.87289 -1.03937
C: -3.58279 2.36593 -1.66559
H: -5.21996 1.39001 -2.68600
C: -0.01606 5.76079 0.04474
O: 0.18131 2.22052 -0.70795
H: -2.63715 1.56287 -3.45955
H: -3.27313 2.58333 -0.63940
C: -4.36233 0.12129 -1.15847
H: 0.67171 4.24145 1.72095
H: 0.79856 2.51813 1.72690
O: -1.85450 -0.44772 -0.60657
H: -1.48737 1.84858 -2.13157
Au: 0.13860 -0.05691 0.00831
H: -5.00715 -0.71581 -1.42051
N: -0.96310 4.52885 -3.12492
C: -2.50802 1.55595 -2.37494
S: 0.38663 -0.27608 2.41470
N: 0.02115 6.70166 0.71838
C: 2.06660 -0.13917 2.22085
H: -4.17984 0.12184 -0.08249
H: -3.72887 3.31592 -2.17396
S: -2.71661 -0.16299 -1.86804
C: -0.55796 4.54561 -2.04008
S: 3.12941 -0.06412 3.41953
C: 0.24285 3.33204 -0.07783
N: 0.63272 3.36876 1.22503

Which value of LUMO energy does entry 2 give?
-3.580 eV